The following is a DFT calculation (the ωB97M-V functional and the def2-TZVPD basis) of a cluster of 14 separate species, C4H35NO15 in total.

## Properties
* LUMO energy: 0.0042 hartree
* HOMO level: -9.64 eV
* energy relative to the best compared isomer or geometry (same formula, charge and spin): 48.6 kcal per mole

The geometry in ORCA input format:
```
! wB97M-V def2-TZVPD RIJCOSX def2/J DEFGRID3
* xyz 0 1
O -2.73 -1.49 0.19
C -2.15 -1.84 -0.80
C -1.67 -0.87 -1.90
C -1.10 0.39 -1.35
C -0.58 1.30 -2.44
O -0.09 -0.07 -0.49
N -0.80 -1.57 -2.86
H -2.01 -2.97 -0.98
H -2.73 -0.70 -2.18
H -1.84 0.92 -0.66
H -0.16 2.25 -2.05
H -1.46 1.66 -3.07
H 0.18 0.81 -3.02
H 0.70 0.51 -0.43
H 0.14 -1.44 -2.49
H -0.90 -2.57 -2.75
H -1.37 0.51 -4.99
H -2.45 -0.06 -4.16
O -2.28 0.70 -4.74
H 1.11 1.04 2.83
H 2.71 1.04 2.96
O 1.87 0.76 3.37
H 1.82 -1.37 0.10
H 1.08 -2.49 0.85
O 1.94 -2.32 0.31
H 0.44 -2.08 2.74
H -0.14 -3.35 2.17
O -0.05 -2.41 1.96
H 0.92 -4.46 -1.28
H 0.94 -2.95 -0.77
O 0.41 -3.65 -1.27
H 3.05 -0.14 -1.16
H 2.52 1.25 -0.42
O 2.55 0.24 -0.41
H 3.96 0.73 1.08
H 5.00 0.53 2.11
O 4.18 1.09 1.97
H 2.60 -1.97 2.59
H 1.85 -0.94 3.52
O 2.04 -1.89 3.37
H -0.07 2.30 1.33
H -0.91 3.20 0.45
O 0.02 3.08 0.75
H -1.38 0.79 2.70
H -0.71 0.00 1.64
O -0.61 0.85 2.13
H 2.92 3.00 0.70
H 1.51 2.92 -0.13
O 2.49 2.91 -0.15
H -4.53 0.10 1.59
H -3.42 -0.01 0.64
O -4.03 0.67 1.01
H -3.27 2.99 0.02
H -2.94 2.16 1.20
O -2.58 2.89 0.68
*
```

Atomic partial charges in e from the Mulliken method, atoms 1 to 6: number 1, O, carries -0.538; number 2, C, carries -0.229; number 3, C, carries 0.038; number 4, C, carries 1.532; number 5, C, carries -1.789; number 6, O, carries 0.700

The following is a DFT calculation (the ωB97M-V functional and the def2-TZVPD basis) of a cluster of 14 separate species, C4H35NO15 in total.

## Properties
* LUMO energy: 0.0015 hartree
* HOMO level: -8.98 eV
* energy relative to the best compared isomer or geometry (same formula, charge and spin): 100.8 kcal per mole

The geometry in ORCA input format:
```
! wB97M-V def2-TZVPD RIJCOSX def2/J DEFGRID3
* xyz 0 1
O 0.30 -1.03 0.12
C 0.92 -0.81 -0.94
O 2.23 -0.62 -0.87
C 0.18 -0.92 -2.24
C -0.59 -2.26 -2.39
C -2.19 -2.45 -1.95
N -2.96 -1.27 -1.71
H 2.58 -0.50 0.10
H 0.97 -0.81 -2.94
H -0.60 -0.16 -2.29
H -0.04 -3.10 -1.96
H -0.74 -2.51 -3.42
H -2.16 -2.95 -1.01
H -2.61 -3.13 -2.80
H -3.22 -0.69 -2.41
H -2.72 -0.82 -0.78
H 2.56 0.23 1.68
H 3.80 1.00 2.23
O 3.51 0.19 1.85
H -0.43 2.28 2.42
H -1.30 1.36 3.37
O -0.53 1.93 3.34
H 3.56 0.59 -1.46
H 2.53 1.48 -1.64
O 3.47 1.36 -1.95
H -2.42 1.45 -2.28
H -3.27 2.72 -2.34
O -2.37 2.40 -2.55
H 2.37 0.81 -5.26
H 2.73 1.63 -3.95
O 2.15 0.92 -4.32
H 1.19 3.26 2.03
H 1.70 4.33 1.22
O 2.06 3.61 1.76
H 0.43 2.56 0.07
H -0.86 1.69 0.31
O -0.27 2.43 0.70
H 0.83 0.61 4.74
H -0.68 0.41 4.25
O 0.04 0.10 4.88
H 0.52 2.06 -2.94
H -0.61 2.37 -1.92
O 0.27 1.98 -1.97
H -0.75 -2.84 0.85
H -0.91 -4.00 1.82
O -1.33 -3.24 1.55
H -3.29 -0.30 3.70
H -3.24 -1.60 2.87
O -3.32 -0.61 2.84
H -1.27 -0.33 0.88
H -2.41 0.21 1.46
O -1.94 0.30 0.71
H 3.31 -2.90 2.52
H 2.05 -2.91 2.99
O 2.79 -3.51 3.02
*
```

Atomic partial charges in e from the Mulliken method, atoms 1 to 6: number 1, O, carries -0.563; number 2, C, carries 0.464; number 3, O, carries -0.605; number 4, C, carries 0.363; number 5, C, carries -0.920; number 6, C, carries -0.506

The following is a DFT calculation (the ωB97M-V functional and the def2-TZVPD basis) of a cluster of 14 separate species, C4H35NO15S in total.

## Properties
* LUMO energy: -0.0036 hartree
* HOMO level: -9.58 eV
* energy relative to the best compared isomer or geometry (same formula, charge and spin): 159.5 kcal per mole

The geometry in ORCA input format:
```
! wB97M-V def2-TZVPD RIJCOSX def2/J DEFGRID3
* xyz 0 1
O 2.40 -0.06 0.46
C 1.24 0.31 0.30
C 0.08 0.15 1.37
C 0.65 0.51 2.70
S 0.62 2.38 2.96
N -0.23 -1.29 1.43
C -0.93 -1.87 0.27
O -2.26 -1.43 0.21
H 0.96 1.04 -0.48
H -0.86 0.63 1.03
H -0.13 0.15 3.27
H 1.60 0.15 2.95
H 1.81 2.41 3.45
H 0.30 -1.89 1.99
H -0.54 -1.60 -0.55
H -0.76 -3.07 0.29
H -3.05 -2.05 0.49
H 1.64 -4.40 2.01
H 2.59 -3.65 3.10
O 1.79 -4.28 2.98
H -0.22 2.85 -3.04
H 1.02 2.05 -3.27
O 0.18 2.29 -3.76
H -4.41 2.13 -1.08
H -4.07 2.42 -2.66
O -4.63 1.79 -1.97
H 0.25 -0.94 -2.34
H 1.72 -0.76 -2.30
O 1.07 -1.44 -2.33
H -2.07 -0.36 2.96
H -2.51 -0.32 1.40
O -2.49 0.23 2.25
H -3.94 -0.14 -1.89
H -2.80 -1.03 -1.17
O -3.29 -0.87 -2.06
H 3.25 1.20 -2.74
H 2.96 1.91 -4.14
O 2.65 1.42 -3.33
H -4.11 1.97 1.36
H -2.60 1.83 1.45
O -3.32 2.23 1.09
H -0.64 0.91 -2.91
H -1.85 0.20 -2.40
O -0.90 0.30 -2.25
H 3.32 -2.78 1.39
H 2.85 -1.44 1.66
O 3.21 -2.15 2.05
H 1.47 -2.58 -1.10
H 2.15 -4.11 -0.36
O 1.95 -3.18 -0.33
H 4.03 -0.20 -0.62
H 4.27 -0.48 -2.26
O 4.26 0.18 -1.50
H -2.45 2.87 -0.31
H -1.84 1.72 -1.12
O -2.10 2.66 -1.17
*
```

Atomic partial charges in e from the Mulliken method, atoms 1 to 6: number 1, O, carries -0.677; number 2, C, carries -0.164; number 3, C, carries 1.083; number 4, C, carries -0.989; number 5, S, carries -0.237; number 6, N, carries -0.045